Formula: C22H19AuBrNPSe2
Source: OMol25
Level of theory: the ωB97M-V functional and the def2-TZVPD basis

Properties
F_max: 4.7 eV/A
Multiplicity: 3
Charge: +1
Energy relative to the best compared isomer or geometry (same formula, charge and spin): 131.8 kJ/mol

Each line ends with the Mulliken spin population.
Element x y z (Å)
Au  0.75835  0.55574  -2.71997  0.5866
Se  1.93356  1.88764  -0.41269  0.5640
P  1.52797  0.05659  0.71245  -0.0638
Se  1.27021  -1.52497  -0.87302  0.6684
C  2.72972  -0.38537  1.94317  -0.0109
C  2.52226  -0.38994  3.34391  -0.0057
C  3.40363  -0.89535  4.22232  0.0025
C  4.61379  -1.40114  3.78997  0.0037
C  4.93421  -1.41292  2.41304  0.0016
C  3.96328  -0.93446  1.48357  0.0134
C  0.02166  0.29275  1.65868  0.0129
C  -0.66329  -0.87982  2.06754  0.0029
C  -1.51780  -0.78129  3.13125  0.0042
C  -1.68579  0.46671  3.73250  -0.0008
C  -1.21304  1.62217  3.16799  0.0037
C  -0.36529  1.51648  2.06205  0.0025
H  1.53999  -0.03922  3.66465  -0.0006
H  3.23886  -0.84204  5.24574  0.0000
H  5.28647  -1.84795  4.57421  0.0001
H  5.99659  -1.69336  2.07498  0.0000
H  4.20473  -0.93917  0.40269  -0.0006
H  -0.46550  -1.83881  1.57290  -0.0060
H  -2.09084  -1.61696  3.54630  0.0001
H  -2.16173  0.55065  4.64625  -0.0001
H  -1.30879  2.54407  3.78320  0.0002
H  -0.00324  2.42457  1.57673  0.0020
Br  -0.23012  -1.32337  -4.57171  0.0806
C  -1.92156  -0.66531  -3.94847  -0.0209
C  -2.92140  -1.36681  -4.56294  0.0029
C  -4.29236  -1.01005  -4.28732  -0.0019
C  -4.48755  -0.17641  -3.24400  0.0056
C  -3.41670  0.51168  -2.53277  0.0121
C  -3.72013  1.43732  -1.52474  0.0096
C  -2.76048  1.98970  -0.82256  0.0016
C  -1.40692  1.66848  -1.09001  -0.0554
C  -1.08658  0.87752  -2.15174  0.1583
C  -2.07242  0.25329  -2.87956  0.0166
H  -2.66693  -2.25456  -5.27628  0.0003
H  -5.13083  -1.51054  -4.79473  -0.0002
H  -5.45778  0.14595  -2.95096  0.0001
H  -4.79484  1.58660  -1.31240  0.0001
H  -2.97745  2.50163  0.16570  0.0004
H  -0.54399  1.90660  -0.45223  0.0077
N  3.14334  0.28384  -3.50556  0.0020
H  3.05790  -0.67013  -3.79594  -0.0001
H  3.91080  0.53935  -2.90093  0.0010
H  3.30600  0.78058  -4.37124  -0.0005

***

Formula: CH5NO2
Source: OMol25
Level of theory: the ωB97M-V functional and the def2-TZVPD basis

Properties
F_max: 3.8 eV/A
Charge: 0
Energy relative to the best compared isomer or geometry (same formula, charge and spin): 459.1 kJ/mol

Each line ends with the Mulliken charge.
Element x y z (Å)
C  -0.02014  -0.51580  -0.36074  -0.1488
N  -1.12151  0.25993  -0.83177  -0.5282
O  1.13972  0.11554  -0.05330  -0.2448
O  0.81465  0.35795  1.57271  -0.4235
H  1.56451  0.52812  2.16903  0.2917
H  -1.14763  1.17600  -0.40073  0.2260
H  -1.12191  0.36511  -1.83877  0.2195
H  0.17885  -1.40824  -0.96779  0.3448
H  -0.28655  -0.87862  0.71135  0.2633

***

Formula: C42H56N7Si4Ti
Source: OMol25
Level of theory: the ωB97M-V functional and the def2-TZVPD basis

Properties
F_max: 2.6 eV/A
Multiplicity: 2
Charge: +2
Energy relative to the best compared isomer or geometry (same formula, charge and spin): 156.4 kJ/mol

Each line ends with the Mulliken spin population.
Element x y z (Å)
Ti  -0.55362  0.45136  -1.02359  0.8867
C  -3.14740  2.64849  -0.63045  0.0465
N  -2.05325  2.09183  -1.50021  -0.0352
C  -2.75728  1.52298  -2.70767  0.0111
C  -2.53826  0.04089  -2.97244  0.0654
C  -3.29096  -0.60487  -3.93855  -0.0035
C  -3.10884  -1.95690  -4.15693  0.0181
C  -2.18604  -2.65003  -3.38747  -0.0065
C  -1.47099  -1.95202  -2.44119  0.0600
N  -1.62979  -0.63144  -2.24394  -0.0586
C  -1.16178  3.24583  -1.86655  0.0523
C  -0.17906  2.90196  -2.94176  0.0047
C  0.49534  3.89921  -3.62817  -0.0004
C  1.21276  3.55383  -4.75775  0.0002
C  1.19118  2.23333  -5.18584  -0.0007
C  0.53580  1.30108  -4.41219  -0.0003
N  -0.10201  1.60937  -3.27097  -0.0185
C  -2.92224  3.45436  0.64388  0.0177
C  -4.08718  3.76522  1.34479  0.0021
C  -4.00359  4.56006  2.46955  -0.0007
C  -2.75653  5.02584  2.86939  0.0000
C  -1.65567  4.65926  2.11915  -0.0002
N  -1.72876  3.88275  1.02695  0.0003
H  -3.79949  1.81891  -0.38023  -0.0021
H  -3.73032  3.31380  -1.27216  -0.0018
H  -2.47226  2.07635  -3.59564  0.0010
H  -3.82788  1.66567  -2.60039  0.0066
H  -4.02165  -0.04570  -4.51479  0.0006
H  -3.68883  -2.47117  -4.91583  0.0003
H  -2.02351  -3.71249  -3.51540  -0.0003
H  -0.73803  -2.43585  -1.80998  -0.0160
H  -0.67276  3.57765  -0.96278  -0.0193
H  -1.76330  4.08418  -2.23083  -0.0038
H  0.42039  4.93140  -3.29801  0.0002
H  1.74183  4.31176  -5.32593  0.0000
H  1.67452  1.92936  -6.10801  0.0000
H  0.49106  0.26769  -4.72259  0.0012
H  -5.04909  3.38832  1.00391  0.0000
H  -4.89932  4.82197  3.02419  0.0000
H  -2.64454  5.66850  3.73537  0.0000
H  -0.66041  5.00192  2.39050  0.0008
C  2.83840  -0.76812  -3.53623  0.0009
C  3.59716  0.33238  -3.10421  0.0026
C  3.20279  1.03551  -2.00177  -0.0025
C  2.04728  0.62811  -1.30545  0.0053
N  1.25409  -0.37879  -1.78377  -0.0332
C  1.68178  -1.05127  -2.87882  0.0162
C  1.62807  1.14126  -0.03553  0.0331
C  2.21257  2.17163  0.70331  0.0522
C  1.72231  2.50524  1.94429  -0.0428
C  0.48848  1.95531  2.35761  0.0451
C  -0.12364  1.00570  1.60674  0.0004
N  0.59854  0.34801  0.55766  -0.0362
C  -1.49640  0.60505  1.63415  -0.0460
C  -2.38979  0.84435  2.68729  -0.0139
C  -3.67413  0.38548  2.59411  0.0015
C  -4.07808  -0.31192  1.44329  -0.0135
C  -3.17720  -0.47759  0.43363  0.0176
N  -1.89642  -0.02909  0.49277  -0.0479
H  3.13767  -1.36267  -4.38990  -0.0003
H  4.49735  0.61636  -3.63868  0.0002
H  3.78438  1.87498  -1.63899  -0.0006
H  1.04559  -1.85137  -3.23160  0.0042
H  3.04706  2.72310  0.28961  -0.0040
H  2.20659  3.27622  2.53211  0.0044
H  -0.03228  2.38301  3.20772  0.0013
H  -2.04273  1.37028  3.57089  0.0004
H  -4.37440  0.54501  3.40611  -0.0009
H  -5.08135  -0.70887  1.34679  0.0006
H  -3.46547  -0.98937  -0.47403  -0.0014
C  1.69230  -2.96031  4.32669  -0.0002
Si  0.63187  -1.60509  3.59451  -0.0028
C  0.84767  -0.14070  4.73166  0.0010
C  -1.14679  -2.20092  3.58965  0.0008
Si  1.31631  -1.43495  1.31816  0.0338
Si  3.68429  -1.49995  1.04019  -0.0024
C  4.13249  -2.15049  -0.65239  -0.0014
C  4.61007  0.06888  1.42109  0.0016
C  4.21661  -2.77912  2.29131  -0.0005
Si  0.40499  -3.41604  0.41223  0.0068
C  -1.46696  -3.42306  0.32825  -0.0074
C  0.88288  -4.78832  1.58943  0.0004
C  1.16417  -3.88620  -1.23598  -0.0049
H  1.13613  -3.42351  5.15305  0.0000
H  2.61962  -2.55148  4.74085  0.0000
H  1.95850  -3.75048  3.62171  0.0001
H  1.04848  -0.53052  5.73617  0.0000
H  -0.05189  0.47972  4.79057  0.0004
H  1.69312  0.49322  4.44437  -0.0005
H  -1.64104  -1.92920  4.53214  0.0002
H  -1.17064  -3.29551  3.50883  -0.0001
H  -1.74157  -1.79491  2.76582  -0.0003
H  3.34940  -1.99283  -1.39411  0.0021
H  4.32016  -3.22911  -0.59284  -0.0001
H  5.04762  -1.67111  -1.02039  -0.0001
H  4.66964  0.73249  0.55348  -0.0003
H  5.63309  -0.20301  1.70589  -0.0002
H  4.16429  0.62025  2.25404  -0.0006
H  3.65551  -3.71593  2.19363  0.0001
H  4.11025  -2.42305  3.32081  0.0001
H  5.27729  -3.00946  2.12348  -0.0001
H  -1.86871  -3.72422  1.30149  0.0001
H  -1.80971  -4.15164  -0.41692  0.0001
H  -1.89989  -2.45350  0.08436  0.0206
H  0.40397  -4.69751  2.56964  0.0000
H  1.96750  -4.84807  1.73751  0.0000
H  0.56018  -5.74038  1.14719  0.0000
H  1.39222  -3.04728  -1.90020  0.0029
H  0.50199  -4.58098  -1.76776  -0.0001
H  2.10809  -4.40831  -1.04615  0.0000

***

Formula: C4H8O6SSi2
Source: OMol25
Level of theory: the ωB97M-V functional and the def2-TZVPD basis

Properties
Energy: -1586.0038 Eh
F_max: 3.8 eV/A
Charge: 0

Each line ends with the Mulliken charge.
Element x y z (Å)
C  2.10608  1.87005  0.99280  -0.0443
C  1.42023  0.58966  1.13760  -0.5356
C  2.67759  2.04073  -0.36268  -0.7035
C  1.32120  -0.04780  -0.04841  0.3528
O  -3.34544  0.69478  -0.34440  -0.5514
O  -1.25406  0.81603  -1.93811  -0.4112
O  -0.89476  1.91171  0.51036  -0.5819
O  0.39536  -2.00952  -2.00331  -0.5423
O  0.34823  -2.83850  0.38357  -0.5376
O  -1.29763  -0.98001  0.15211  -0.3027
Si  -1.69716  0.98968  -0.38738  0.6166
Si  0.23098  -1.45801  -0.47964  0.5712
S  2.20740  0.81040  -1.36384  0.0959
H  2.77801  2.36225  1.86205  0.3736
H  1.04871  0.40311  2.14376  0.3310
H  -3.67157  0.32268  0.51474  0.3207
H  -1.75891  1.02208  -2.70937  0.3071
H  1.19901  2.71287  1.05554  0.2454
H  0.89351  -1.56728  -2.68837  0.3333
H  0.21555  -3.60869  -0.18164  0.3034
H  -1.92781  -1.48023  -0.34966  0.3596